Record 1
{
  "formula": "C4H5NO",
  "method": "ωB97M-V/def2-TZVPD",
  "lumo_ev": 0.84,
  "gap_ev": 11.5,
  "homo_ev": -10.669,
  "de_lowest_kj_mol": 180.2,
  "multiplicity": 1,
  "elements": ["O", "N", "C", "C", "C", "C", "H", "H", "H", "H", "H"],
  "coordinates": [[-1.5283, 0.6202, -0.1787], [2.6847, -0.9703, 0.5224], [-0.9379, -0.4554, 0.5553], [1.6385, -0.6744, 0.1336], [0.3076, -0.3513, -0.3488], [-0.1956, 1.0823, -0.4619], [0.2090, 1.6374, 0.3972], [-1.3341, -1.4568, 0.4295], [-0.1068, 1.6376, -1.3952], [0.0762, -0.9253, -1.2528], [-0.8133, -0.1440, 1.5992]],
  "forces_ev_per_angstrom": [[-0.18, 0.18, 0.03], [-0.75, 0.27, -0.27], [0.57, -0.86, -0.12], [0.70, -0.18, 0.36], [0.11, 0.03, 0.09], [0.28, 0.31, -0.23], [-0.14, 0.28, -0.27], [-0.99, 0.18, 0.35], [-0.04, -0.06, 0.07], [0.22, 0.20, 0.10], [0.22, -0.36, -0.10]]
}

---

Record 2
{
  "formula": "C16H25ClIO4P2Zr",
  "method": "ωB97M-V/def2-TZVPD",
  "total_charge": 3,
  "lumo_ev": [-14.36, -14.30],
  "gap_ev": [2.0, 2.0],
  "homo_ev": [-16.339, -16.312],
  "multiplicity": 1,
  "elements": ["I", "Zr", "Cl", "P", "P", "O", "O", "O", "O", "C", "C", "C", "C", "C", "C", "C", "C", "C", "C", "C", "C", "C", "C", "C", "C", "H", "H", "H", "H", "H", "H", "H", "H", "H", "H", "H", "H", "H", "H", "H", "H", "H", "H", "H", "H", "H", "H", "H", "H", "H"],
  "coordinates": [[-2.3628, 1.0845, -2.1816], [-0.1598, 0.0427, -0.6829], [-0.6860, 1.4698, 7.5432], [-1.2473, -2.3399, -1.2243], [1.0595, 2.4036, -1.1134], [1.1990, -0.8184, -2.6258], [-0.3094, -0.3092, 1.3196], [3.2228, -0.4414, -0.4525], [1.4154, -1.6594, 1.9092], [-2.8645, -2.4868, -0.3974], [-0.2654, -3.6466, -0.4314], [-0.0408, 3.7869, -0.6674], [2.0965, -0.1640, -0.5054], [0.1378, -0.3678, -3.0846], [-1.5940, -3.0364, -2.8608], [2.6143, 2.9322, -0.3411], [1.4050, 2.7638, -2.8743], [-1.0954, -0.3831, 4.0467], [-1.3802, 0.1837, 5.2846], [0.2308, -0.4327, 3.6053], [0.9982, 0.6009, 5.6368], [-0.2580, -0.1388, -4.4628], [1.2871, 0.0086, 4.4067], [0.5149, -0.8773, 2.2077], [-0.3342, 0.7036, 6.0614], [0.7261, -3.6465, -0.8978], [2.4835, 2.9514, 0.7482], [2.3047, -0.1445, 4.0639], [-1.9010, -0.8101, 3.4424], [-2.2570, -2.3775, -3.4362], [2.0849, 2.0146, -3.3012], [-3.5021, -1.6518, -0.7079], [0.4986, -0.4630, -5.1967], [-2.0902, -4.0086, -2.7210], [3.4125, 2.2164, -0.5790], [-0.4459, 0.9328, -4.6071], [-1.0459, 3.6198, -1.0729], [-2.7138, -2.4381, 0.6873], [-0.6668, -3.1899, -3.4292], [-2.4050, 0.2620, 5.6501], [2.8978, 3.9328, -0.6858], [-0.1371, -3.4478, 0.6411], [0.3987, 4.7004, -1.0884], [1.8857, 3.7501, -2.9286], [0.4754, 2.7775, -3.4551], [-3.3275, -3.4435, -0.6673], [-0.7496, -4.6161, -0.6013], [-0.1044, 3.8807, 0.4240], [1.7933, 0.9917, 6.2541], [-1.1982, -0.6712, -4.6509]],
  "forces_ev_per_angstrom": [[0.85, -0.28, 0.44], [-1.25, -0.26, 2.48], [0.10, -0.27, -0.45], [-0.76, -1.72, 0.34], [0.45, 2.14, -0.97], [-4.55, 2.04, -0.89], [-0.26, 0.22, -2.87], [-5.14, 1.55, -0.37], [-1.52, 1.62, -0.28], [0.05, 0.65, 0.18], [0.52, 0.29, 0.02], [-0.44, -0.24, 0.26], [6.48, -2.07, 1.29], [3.98, -1.62, -0.17], [0.20, 0.32, -0.54], [0.29, -0.79, 0.58], [-0.07, -0.46, -0.17], [-0.57, 0.36, 0.74], [-0.45, -0.34, -0.66], [-0.09, -0.02, -0.70], [0.51, -0.34, -0.81], [-0.25, -0.02, -1.26], [-0.14, 0.06, 0.91], [1.73, -1.46, 1.53], [0.06, 0.21, 0.34], [-0.05, -0.25, 0.14], [0.13, 0.05, -0.17], [-0.04, 0.21, 0.12], [0.27, 0.31, 0.21], [0.02, -0.22, 0.14], [-0.05, 0.22, 0.04], [-0.12, -0.29, 0.11], [0.00, -0.11, 0.49], [0.17, 0.30, -0.03], [-0.04, 0.36, 0.05], [-0.13, -0.16, 0.15], [0.26, 0.26, 0.09], [-0.12, -0.03, -0.18], [-0.20, -0.08, 0.09], [0.31, -0.11, -0.10], [-0.19, -0.21, -0.04], [-0.07, -0.12, -0.29], [-0.13, -0.18, 0.11], [-0.16, -0.25, -0.02], [0.17, 0.11, 0.10], [0.13, 0.20, 0.04], [0.08, 0.20, 0.08], [-0.02, 0.04, -0.23], [0.01, -0.01, 0.08], [0.01, 0.18, 0.04]]
}

---

Record 3
{
  "formula": "C30H41As2BaNO2S2SeSi",
  "method": "ωB97M-V/def2-TZVPD",
  "lumo_ev": -0.05,
  "gap_ev": 7.6,
  "homo_ev": -7.608,
  "multiplicity": 1,
  "elements": ["Ba", "Se", "As", "As", "S", "S", "Si", "O", "O", "N", "C", "C", "C", "C", "C", "C", "C", "C", "C", "C", "C", "C", "C", "C", "C", "C", "C", "C", "C", "C", "C", "C", "C", "C", "C", "C", "C", "C", "C", "C", "H", "H", "H", "H", "H", "H", "H", "H", "H", "H", "H", "H", "H", "H", "H", "H", "H", "H", "H", "H", "H", "H", "H", "H", "H", "H", "H", "H", "H", "H", "H", "H", "H", "H", "H", "H", "H", "H", "H", "H", "H"],
  "coordinates": [[-0.5753, 1.2909, -0.5399], [-1.1827, 2.6766, -3.4758], [2.3177, 1.4252, 1.9524], [-0.6763, 1.9992, 3.3037], [1.2104, -0.8100, -2.8858], [2.8299, 3.4707, -1.6388], [-5.1650, -1.4847, 1.0547], [0.8557, -0.8195, -1.4259], [1.6429, 2.6400, -1.2617], [-3.1528, 0.4525, -3.1638], [3.3952, -4.1364, -2.2038], [-0.9193, 3.6795, 4.2920], [-2.1064, -2.8891, -3.8353], [-1.0106, -2.4098, -3.1398], [2.5279, -3.0673, -2.0279], [-1.5490, -1.4907, -5.7183], [4.0525, -4.3115, -3.4141], [3.8533, -3.4150, -4.4565], [-0.1983, -1.4685, -3.7517], [2.9930, -2.3416, -4.2894], [2.3331, -2.1891, -3.0788], [-2.3860, 1.3027, -3.3445], [2.2922, 4.4143, -3.0658], [-2.7682, 0.3944, 0.9241], [-6.4510, -0.9454, -0.1959], [0.7775, 1.2690, 4.4099], [3.9121, 2.3376, -2.5108], [1.5913, 0.4638, 6.5414], [-0.4571, -0.9890, -5.0251], [3.0352, 0.4454, 4.6249], [-3.7245, -0.3787, 0.9805], [2.8194, 0.1741, 5.9682], [2.0285, 1.0008, 3.8399], [4.2485, 1.1018, 1.8185], [-2.3685, -2.4367, -5.1224], [2.4514, 3.3781, 2.1688], [0.5826, 1.0118, 5.7632], [-4.6321, -3.2435, 0.6636], [-5.9110, -1.4500, 2.7774], [-2.1837, 1.0261, 4.0657], [2.9814, 3.8032, 1.3190], [-3.8760, -3.5848, 1.3736], [1.4150, 0.2561, 7.5890], [1.5621, 5.1409, -2.7128], [4.4647, 0.0378, 1.8893], [-2.2902, 1.2332, 5.1305], [3.5567, -4.8348, -1.3935], [4.2738, 1.6152, -1.7813], [3.6142, -0.2527, 6.5665], [3.1445, 4.9284, -3.5083], [4.3696, -3.5508, -5.3975], [-6.2047, -0.4345, 3.0494], [-0.3773, 1.2222, 6.2200], [-1.0144, 3.4827, 5.3593], [-3.2358, -2.8060, -5.6533], [4.7258, -5.1480, -3.5456], [-5.4762, -3.9365, 0.7038], [-0.8043, -2.7287, -2.1265], [4.0079, 0.2361, 4.1999], [2.0090, -2.9009, -1.0928], [-5.1871, -1.7978, 3.5177], [-2.0469, -0.0385, 3.8928], [-6.8182, 0.0560, 0.0354], [-7.3046, -1.6280, -0.2122], [-3.0778, 1.3255, 3.5242], [-1.7789, -1.1151, -6.7063], [1.4572, 3.8179, 2.2170], [-4.1982, -3.2928, -0.3375], [-2.7703, -3.6021, -3.3658], [-0.0763, 4.3491, 4.1248], [-1.8295, 4.1590, 3.9328], [4.7505, 2.8863, -2.9380], [-6.7957, -2.0886, 2.8410], [4.8032, 1.6427, 2.5854], [4.5737, 1.4456, 0.8363], [1.8214, 3.7316, -3.7732], [2.9936, 3.6129, 3.0846], [-6.0138, -0.9103, -1.1957], [3.3329, 1.8325, -3.2831], [0.1589, -0.2058, -5.4508], [2.8276, -1.6361, -5.0955]],
  "forces_ev_per_angstrom": [[-0.30, -0.15, 0.26], [0.12, -0.12, -0.04], [-0.06, 0.05, -0.10], [-0.04, 0.01, -0.04], [0.13, -0.09, -0.39], [-0.01, -0.03, -0.33], [-0.01, 0.00, -0.05], [-0.20, 0.25, 0.36], [-0.04, -0.02, 0.35], [0.12, -0.14, -0.03], [0.03, -0.02, -0.04], [-0.03, -0.01, -0.02], [-0.01, 0.00, 0.03], [-0.04, 0.01, 0.02], [0.00, 0.04, 0.03], [0.00, 0.00, 0.02], [-0.01, -0.01, 0.04], [0.00, 0.02, 0.00], [0.09, 0.01, -0.09], [0.00, -0.01, 0.00], [-0.02, -0.03, -0.08], [-0.07, 0.18, 0.14], [-0.01, 0.03, 0.04], [0.22, 0.02, -0.21], [0.01, -0.01, 0.01], [0.05, 0.03, -0.03], [0.02, 0.02, 0.03], [-0.01, -0.01, 0.00], [-0.01, 0.04, -0.01], [0.03, 0.07, 0.04], [0.06, 0.05, 0.09], [0.00, 0.02, 0.00], [-0.04, -0.02, 0.01], [-0.03, 0.01, 0.01], [0.01, 0.02, -0.01], [0.04, -0.06, 0.06], [-0.03, -0.09, 0.00], [0.00, 0.01, 0.00], [0.01, -0.02, 0.00], [0.03, 0.04, 0.02], [0.02, 0.01, -0.08], [0.00, 0.00, 0.00], [0.01, 0.02, 0.01], [0.01, -0.01, 0.00], [0.00, -0.04, 0.01], [0.00, -0.01, -0.01], [0.00, 0.00, 0.00], [0.00, -0.01, 0.00], [0.00, -0.02, 0.00], [0.01, 0.00, 0.01], [0.00, 0.00, 0.00], [0.00, 0.01, 0.00], [0.01, 0.01, 0.00], [0.00, 0.01, 0.01], [0.00, 0.00, 0.00], [0.00, 0.00, 0.00], [0.00, 0.00, 0.00], [0.00, -0.02, 0.02], [0.00, -0.04, 0.00], [0.00, -0.01, -0.01], [0.00, 0.00, 0.00], [0.02, -0.01, -0.02], [0.00, 0.01, 0.01], [0.00, 0.00, 0.00], [-0.01, 0.01, -0.01], [0.00, 0.00, 0.00], [-0.03, 0.00, -0.01], [0.00, 0.01, -0.01], [0.00, -0.01, 0.00], [0.00, -0.02, -0.01], [0.00, 0.02, 0.01], [0.01, 0.01, 0.00], [0.00, 0.00, 0.00], [0.00, 0.00, -0.02], [0.00, 0.03, 0.00], [0.00, -0.02, 0.01], [0.00, -0.01, 0.00], [0.01, -0.01, 0.00], [-0.03, 0.00, 0.00], [0.00, -0.01, 0.00], [0.00, 0.00, -0.01]]
}

---

Record 4
{
  "formula": "C41H38AsN7NaOS",
  "method": "ωB97M-V/def2-TZVPD",
  "total_charge": -1,
  "lumo_ev": [2.05, 2.05],
  "gap_ev": [4.1, 4.7],
  "homo_ev": [-2.076, -2.689],
  "multiplicity": 1,
  "elements": ["As", "S", "Na", "O", "N", "N", "N", "N", "N", "N", "N", "C", "C", "C", "C", "C", "C", "C", "C", "C", "C", "C", "C", "C", "C", "C", "C", "C", "C", "C", "C", "C", "C", "C", "C", "C", "C", "C", "C", "C", "C", "C", "C", "C", "C", "C", "C", "C", "C", "C", "C", "C", "H", "H", "H", "H", "H", "H", "H", "H", "H", "H", "H", "H", "H", "H", "H", "H", "H", "H", "H", "H", "H", "H", "H", "H", "H", "H", "H", "H", "H", "H", "H", "H", "H", "H", "H", "H", "H", "H"],
  "coordinates": [[-2.8524, -2.2640, -0.2875], [1.7023, 1.7914, 0.2146], [0.0000, 0.0000, 0.0000], [-1.5479, -1.2851, -0.0686], [-0.1227, -0.3923, 2.0465], [1.8100, -0.7444, 0.0583], [4.0561, 1.8321, -0.8412], [3.0464, -0.2483, -0.4190], [0.1249, 0.3732, -2.0334], [-0.3847, 2.0192, 0.2491], [0.1499, -2.1929, -0.1319], [0.3613, -0.3673, -3.1360], [0.3888, 0.1505, -4.4107], [-5.3013, -0.9236, -1.2885], [-1.1522, -4.1664, -1.6490], [-0.4214, -4.5094, 1.3318], [-2.6471, -4.3587, -3.9990], [-4.5326, -0.2308, 0.8983], [3.0417, 1.0335, -0.4457], [-0.9415, -2.9341, -0.3919], [-3.9366, -5.0935, 2.6453], [-2.3281, -3.4142, -1.7839], [0.1593, 1.5099, -4.5566], [0.9136, -2.6111, 0.8869], [-0.8370, 4.7279, -0.0942], [-0.8594, 4.1822, 1.1800], [-0.3564, 2.5268, -1.0150], [-3.8927, -4.3077, 1.4895], [-0.1974, -0.6068, 3.1844], [-0.6289, 2.8306, 1.2988], [-6.5191, 0.7701, -0.0551], [-3.0742, -3.5166, -2.9666], [-0.5862, 3.9123, -1.2074], [3.3596, -2.1143, 1.4862], [-1.9738, -3.9566, 3.4936], [-1.3141, 0.0221, 5.2905], [-0.3194, 3.6774, -3.5922], [-1.4739, -5.1037, -3.8569], [-1.2651, -4.0928, 0.3017], [-2.9774, -4.9181, 3.6473], [-2.8892, -3.3442, 1.3325], [-1.9285, -3.1698, 2.3382], [-5.6003, 0.6669, 0.9916], [-0.0897, 2.3089, -3.4308], [0.7054, -3.7523, 1.6392], [2.0480, -1.7314, 0.8639], [-0.2899, -0.8800, 4.6235], [-4.3744, -1.0318, -0.2419], [-6.3694, -0.0249, -1.1942], [-0.5664, 4.4753, -2.4859], [-0.7263, -5.0076, -2.6810], [-0.1040, 1.7117, -2.1453], [-1.5607, -2.5618, -1.2022], [-5.7150, 1.2816, 1.8750], [-7.3461, 1.4646, 0.0162], [0.5330, -1.4238, -2.9519], [-0.5676, -1.9275, 4.7846], [-0.6325, 2.3403, 2.2678], [-4.7134, -5.8377, 2.7643], [-0.3076, 4.1325, -4.5805], [-3.8263, -0.3037, 1.7155], [4.9437, 1.3993, -0.6480], [-1.1476, -2.4292, 2.2303], [-1.1450, -5.7548, -4.6564], [-5.2148, -1.5210, -2.1745], [-0.5659, -4.0995, -0.7412], [-3.9795, -2.9592, -3.1053], [1.3909, -4.0598, 2.4156], [3.9147, 2.7301, -0.3959], [-1.2314, -3.8211, 4.2695], [-1.0494, 1.0783, 5.1697], [3.9911, -2.5964, 0.7337], [3.2287, -2.7974, 2.3271], [-1.0513, 4.7940, 2.0535], [-0.6366, -5.4208, 1.8805], [-3.2269, -4.4340, -4.9100], [-1.3708, -0.1940, 6.3621], [0.6885, -0.7292, 5.0927], [-3.0116, -5.5265, 4.5418], [-0.7432, 5.5391, -2.6299], [-2.3107, -0.1250, 4.8602], [-2.1512, -4.6581, 0.0383], [0.5831, -0.4848, -5.2665], [0.1826, -5.5845, -2.5689], [-4.6378, -4.4474, 0.7166], [0.1759, 1.9428, -5.5540], [3.8683, -1.2218, 1.8623], [-7.0821, 0.0546, -2.0050], [-1.0164, 5.7937, -0.2139], [-1.7391, 0.6832, -0.1590]],
  "forces_ev_per_angstrom": [[-7.35, 1.42, 1.72], [3.35, 2.42, 1.44], [-0.95, -0.45, 0.10], [-5.83, 4.86, 1.59], [-0.45, 0.07, 3.78], [6.48, -1.37, 0.44], [1.33, 0.46, -0.70], [0.78, -0.48, -0.42], [-0.03, 0.39, -2.26], [-3.78, 1.71, 0.61], [2.59, -5.33, 0.13], [-0.27, 0.51, 2.12], [-0.11, 1.01, -0.67], [-0.11, 0.47, 0.70], [0.41, -3.42, -8.44], [0.44, -1.06, -1.43], [-0.48, 0.66, 0.35], [-0.33, 0.05, -0.22], [-1.17, -1.05, 1.22], [8.13, 5.08, 3.54], [0.53, -0.02, 0.25], [-5.92, -1.15, -4.39], [0.16, -0.89, -0.05], [0.20, 0.00, -1.15], [-0.17, 0.22, 1.23], [0.15, 0.94, -1.04], [-1.21, 2.20, 0.61], [0.00, 0.65, 0.59], [0.31, 0.35, -1.23], [-0.02, -1.41, -0.69], [0.32, -0.33, -0.12], [0.09, -1.29, -0.65], [-0.04, -0.63, 0.74], [-0.02, 0.42, -0.01], [-0.90, 0.72, -0.16], [-0.42, 0.38, 0.18], [-0.51, 2.45, 1.16], [0.46, -0.33, 0.45], [0.21, -4.48, 8.01], [-0.27, -0.01, -0.45], [-3.21, 0.99, 2.00], [-1.50, 0.80, 1.77], [0.14, -0.38, -0.45], [0.16, -0.77, -0.22], [0.45, -0.28, 0.42], [0.52, 0.31, -0.16], [0.10, -0.11, 0.08], [-0.69, -0.19, -0.15], [0.33, 0.06, 0.44], [0.34, -0.58, -2.61], [-0.54, 0.02, -0.34], [0.09, -1.35, -1.76], [4.47, 1.14, -1.13], [0.04, 0.00, 0.01], [-0.01, 0.01, -0.01], [0.00, 0.04, 0.10], [0.11, 0.16, -0.24], [-0.02, -0.06, -0.12], [-0.03, -0.01, 0.00], [0.03, -0.19, 0.08], [0.07, -0.03, -0.04], [0.42, 0.12, -0.15], [-0.42, -0.07, -0.04], [0.05, -0.02, -0.03], [0.12, -0.24, -0.24], [3.30, -3.09, -3.20], [-0.31, 0.28, 0.01], [0.02, 0.05, 0.05], [0.40, -0.03, -0.20], [0.12, -0.09, -0.09], [-0.03, -0.18, 0.01], [0.07, 0.10, 0.10], [-0.16, -0.08, -0.10], [0.02, -0.04, -0.04], [-0.07, 0.06, -0.29], [0.01, 0.13, -0.04], [0.02, 0.01, -0.15], [-0.03, -0.04, -0.26], [-0.03, -0.02, 0.03], [0.02, -0.13, 0.16], [0.18, -0.01, 0.06], [0.97, -0.32, 0.17], [-0.02, 0.02, 0.07], [0.15, 0.08, 0.01], [-0.04, -0.02, -0.12], [-0.04, 0.14, 0.20], [0.08, -0.10, -0.21], [0.01, -0.01, -0.02], [0.04, -0.14, -0.19], [-1.31, 0.33, -0.03]]
}